# 1
Molecular formula: C32H70N2O20S6Zr
Method: DFT, the ωB97M-V functional and the def2-TZVPD basis

Output
Lowest unoccupied orbital energy in eV: -4.36
Multiplicity: 1
M in g/mol: 1086.53
Calculated total energy in eV: -144518.731

```
131
Properties=species:S:1:pos:R:3:lowdin_charge:R:1
Zr 3.06 0.12 4.47 1.853
S 3.70 5.49 3.42 0.846
S 5.21 -2.99 5.84 0.225
S 7.09 0.25 0.93 0.852
S -0.42 -3.99 5.25 0.856
S 0.37 0.70 8.61 0.876
S 0.66 0.38 1.41 0.192
O 4.70 -2.49 4.54 -0.263
O -4.92 1.82 -3.26 0.116
O 1.90 -0.34 1.72 -0.345
O 0.31 -2.69 4.83 -0.615
O 0.64 0.93 2.79 -0.351
O -2.53 5.78 5.13 0.102
O 6.60 -2.83 6.03 -0.262
O -6.33 3.30 -2.57 0.145
O -2.07 -4.24 -1.44 -0.047
O 5.93 0.56 1.88 -0.617
O 4.70 -4.35 6.09 -0.295
O -2.73 5.41 2.94 0.062
O 4.38 -1.96 6.40 -0.271
O 1.41 3.70 -3.87 -0.021
O 1.18 1.40 7.47 -0.628
O -3.42 3.80 4.31 0.052
O 3.24 4.05 3.65 -0.619
O 0.94 1.43 0.46 -0.311
O -0.49 -0.44 1.16 -0.313
O -5.57 1.72 -1.20 0.073
N -1.60 -5.55 -1.16 -0.083
N 0.44 3.69 -4.80 -0.125
C -2.82 4.98 4.23 -0.535
C 1.86 2.95 -6.76 -0.041
C -3.69 -6.13 0.01 -0.062
C 1.24 1.10 10.18 -0.247
C 3.11 6.54 4.85 -0.242
C -0.56 2.45 -6.67 -0.156
C 0.81 5.98 -5.95 -0.069
C -2.45 -7.98 -1.07 -0.115
C 7.04 1.56 -0.34 -0.273
C -1.33 4.82 -6.14 -0.124
C -0.05 -7.33 -1.75 -0.170
C -2.23 -3.69 4.75 -0.226
C -0.62 -5.57 -3.49 -0.037
C -5.62 2.36 -2.34 -0.685
C -2.84 4.30 2.17 -0.171
C -1.10 3.77 -7.23 -0.200
C -4.64 0.67 -1.25 -0.092
C -1.16 -8.31 -1.94 -0.174
C 2.71 6.15 2.01 -0.255
C -0.09 5.06 -5.18 -0.447
C -3.68 3.23 2.96 -0.016
C 0.78 -4.91 -1.40 -0.012
C -2.83 -6.47 -1.16 -0.464
C 0.71 2.61 -5.80 -0.455
C -0.01 -5.41 4.15 -0.259
C -1.06 1.77 8.85 -0.269
C -0.38 -5.83 -1.99 -0.471
C 0.90 1.21 -5.13 -0.033
C -3.64 -6.42 -2.52 -0.025
C -0.53 5.78 -3.81 -0.016
C -4.23 0.69 -2.75 -0.083
C 6.55 -1.18 -0.15 -0.227
H -1.59 5.73 -6.67 0.113
H 0.39 6.13 -3.33 0.070
H -3.31 4.51 1.21 0.128
H 1.68 3.71 -7.52 0.068
H 1.56 0.19 10.70 0.041
H 1.05 3.29 -3.08 0.112
H 1.26 0.41 -5.79 0.080
H 1.75 -5.06 -1.86 0.079
H -2.03 3.52 -7.74 0.109
H -0.42 4.07 -8.02 0.096
H 1.05 -5.64 4.06 0.054
H 0.29 -7.35 -0.71 0.111
H 5.72 -0.94 -0.83 0.053
H -1.03 -6.37 -4.10 0.067
H -3.04 -6.86 -3.32 0.057
H -2.67 -2.85 5.30 0.042
H -0.80 -9.30 -1.64 0.108
H -4.62 -6.68 -0.15 0.084
H -2.19 4.52 -5.53 0.112
H 0.05 0.77 -4.60 0.076
H -1.67 -3.75 -0.72 0.099
H 3.00 7.17 1.75 0.044
H -0.51 1.81 -7.55 0.120
H 0.36 -5.43 -3.95 0.080
H -3.45 -6.38 1.04 0.078
H 7.40 -1.48 -0.76 0.045
H 6.12 1.47 -0.91 0.049
H -0.39 -5.32 3.13 0.046
H 0.58 1.62 10.88 0.045
H 3.20 7.57 4.50 0.039
H -3.28 2.22 3.08 0.125
H 1.81 5.91 -5.54 0.086
H 2.22 2.15 -7.42 0.076
H -0.83 2.79 9.15 0.067
H -2.83 -4.60 4.76 0.044
H 2.91 5.73 1.02 0.057
H -4.50 -0.21 -3.30 0.130
H -3.14 0.72 -2.73 0.126
H 2.19 1.62 10.06 0.057
H 0.89 -5.20 -0.35 0.072
H -1.16 5.06 -3.28 0.077
H 7.06 2.58 0.04 0.052
H 0.89 5.71 -7.00 0.068
H -5.21 -0.22 -0.95 0.136
H 1.73 1.21 -4.43 0.070
H -0.44 -6.32 4.56 0.045
H 6.28 -1.99 0.53 0.047
H -3.74 -5.40 -2.87 0.074
H -1.25 -4.70 -3.63 0.079
H -3.23 -8.70 -1.31 0.115
H 0.82 -7.67 -2.30 0.123
H -1.38 -8.30 -3.01 0.093
H 1.65 6.24 2.20 0.055
H -2.19 -3.30 3.73 0.044
H 2.03 6.42 5.00 0.050
H -2.15 -8.23 -0.05 0.105
H 3.55 6.52 5.84 0.051
H 7.79 1.49 -1.13 0.052
H -4.73 3.10 2.71 0.123
H -1.55 1.72 7.88 0.049
H -1.38 2.02 -6.10 0.109
H 0.64 7.06 -5.96 0.087
H -1.06 6.70 -4.03 0.074
H 0.44 -3.88 -1.47 0.075
H -3.95 -5.07 0.12 0.079
H 2.83 2.98 -6.26 0.084
H -4.60 -6.94 -2.48 0.082
H -1.79 1.31 9.52 0.056
H -3.82 1.01 -0.63 0.132
H -1.84 3.97 1.85 0.132
```

# 2
Molecular formula: C21H20N2O3S
Method: DFT, the ωB97M-V functional and the def2-TZVPD basis

Output
Lowest unoccupied orbital energy in eV: 0.18
Multiplicity: 1
SMILES: CCCOc1ccc(C(=O)Nc2ccc(NC(=O)c3cccs3)cc2)cc1
M in g/mol: 380.47
Relative energy (zero: lowest compared OMol25 entry of this formula, charge and spin) in kcal per mole: 0.0
Calculated total energy in eV: -42060.425

```
47
Properties=species:S:1:pos:R:3:nbo_charge:R:1
S -6.19 -3.25 1.72 0.521
O 4.08 1.50 3.48 -0.594
O 2.64 2.36 -2.62 -0.517
O -4.05 -1.78 3.02 -0.604
N -2.39 -2.16 1.48 -0.586
N 2.05 0.55 3.51 -0.614
C 3.09 1.16 2.86 0.672
C -1.30 -1.48 2.03 0.123
C -4.39 -3.74 -0.05 -0.213
C 0.95 -0.13 2.99 0.134
C -3.66 -2.28 1.98 0.655
C 2.66 2.10 -1.29 0.401
C -1.36 -0.80 3.24 -0.179
C 1.01 -0.84 1.79 -0.224
C 3.98 1.28 0.55 -0.142
C -0.24 -0.14 3.71 -0.240
C -5.56 -4.39 -0.49 -0.268
C 3.86 1.58 -0.79 -0.287
C -6.60 -4.21 0.37 -0.398
C 1.60 2.31 -0.41 -0.325
C 2.91 1.45 1.42 -0.199
C 1.72 1.99 0.93 -0.154
C 1.88 1.70 -5.39 -0.608
C 1.71 3.04 -4.70 -0.409
C -4.56 -3.08 1.14 -0.331
C 1.46 2.88 -3.20 -0.065
C -0.11 -1.49 1.32 -0.221
H 2.10 1.84 -6.44 0.211
H -2.28 -0.80 3.81 0.251
H 0.88 3.59 -5.13 0.206
H 0.62 2.20 -3.03 0.170
H 0.89 2.17 1.59 0.224
H 4.91 0.89 0.94 0.231
H 2.62 3.64 -4.83 0.210
H 1.93 -0.88 1.24 0.230
H -0.04 -2.04 0.38 0.205
H -0.30 0.38 4.66 0.215
H -5.62 -4.96 -1.40 0.227
H -3.47 -3.78 -0.60 0.211
H -2.20 -2.63 0.61 0.395
H 2.14 0.55 4.52 0.411
H 2.69 1.14 -4.93 0.215
H 0.67 2.73 -0.76 0.221
H 1.22 3.86 -2.75 0.178
H -7.60 -4.59 0.27 0.239
H 0.97 1.11 -5.30 0.199
H 4.68 1.44 -1.47 0.225
```

# 3
Molecular formula: C6H13NO2
Method: DFT, the ωB97M-V functional and the def2-TZVPD basis

Output
Lowest unoccupied orbital energy in eV: 0.60
Multiplicity: 1
SMILES: CC[C@H](C)[C@H](N)C(=O)O
M in g/mol: 131.17
Relative energy (zero: lowest compared OMol25 entry of this formula, charge and spin) in kcal per mole: 14.1
Calculated total energy in eV: -12018.113

```
22
Properties=species:S:1:pos:R:3:nbo_charge:R:1
O 1.53 2.13 0.08 -0.666
O 2.78 0.47 0.88 -0.585
N 1.90 -1.41 -0.82 -0.817
C -2.61 0.50 -0.11 -0.605
C 1.15 -0.17 -0.78 -0.154
C -1.11 0.86 -0.07 -0.400
C 1.89 0.83 0.14 0.765
C -0.22 -1.17 1.15 -0.639
C -0.26 -0.41 -0.20 -0.229
H -0.03 -2.28 1.04 0.226
H 0.40 -0.77 1.94 0.219
H -0.82 1.38 0.90 0.215
H -2.82 -0.14 0.74 0.208
H 1.08 0.26 -1.81 0.203
H -0.88 1.58 -0.85 0.179
H -0.67 -1.16 -0.90 0.222
H 0.99 2.26 -0.72 0.484
H -1.19 -1.16 1.65 0.215
H 2.21 -1.57 0.13 0.376
H 2.78 -1.28 -1.31 0.362
H -2.86 -0.15 -0.97 0.206
H -3.25 1.40 -0.12 0.215
```

# 4
Molecular formula: C5H9P
Method: DFT, the ωB97M-V functional and the def2-TZVPD basis

Output
Lowest unoccupied orbital energy in eV: 0.07
Multiplicity: 1
SMILES: [H]/P=C(C)/C=C/C
M in g/mol: 100.10
Relative energy (zero: lowest compared OMol25 entry of this formula, charge and spin) in kcal per mole: 28.4
Calculated total energy in eV: -14617.088

```
15
Properties=species:S:1:pos:R:3:nbo_charge:R:1
P -2.46 1.10 -0.98 0.403
C -1.12 0.11 -0.75 -0.350
C 0.99 0.02 0.80 -0.143
C -0.86 -1.09 -1.53 -0.694
C -0.26 0.47 0.49 -0.246
C 1.86 0.45 1.95 -0.654
H -2.87 0.67 -2.19 -0.074
H 0.07 -1.15 -2.16 0.229
H -1.56 -1.20 -2.36 0.228
H -0.69 1.25 1.19 0.205
H 1.31 0.30 2.89 0.224
H 1.55 -0.45 0.05 0.185
H -0.64 -2.05 -1.03 0.240
H 2.84 0.07 1.89 0.220
H 1.84 1.48 1.76 0.228
```

# 5
Molecular formula: C6H28NO11
Method: DFT, the ωB97M-V functional and the def2-TZVPD basis

Output
Lowest unoccupied orbital energy in eV: 2.82
Multiplicity: 1
Net charge: -1
M in g/mol: 290.29
Relative energy (zero: lowest compared OMol25 entry of this formula, charge and spin) in kcal per mole: 0.0
Calculated total energy in eV: -30688.250

```
46
Properties=species:S:1:pos:R:3:nbo_charge:R:1
O -0.05 2.95 1.42 -0.966
O 2.00 -2.24 2.14 -0.743
O -1.47 0.57 0.28 -0.651
O -4.38 -0.03 -1.98 -0.983
O 0.40 0.29 -0.58 -0.507
O -2.03 -3.66 -1.82 -0.952
O 2.78 -1.53 -0.85 -0.963
O -4.45 0.22 0.71 -0.962
O -1.28 -0.66 -1.51 -0.527
O -2.11 0.44 3.26 -0.957
O 2.01 2.83 -0.90 -0.716
N -0.77 0.04 -0.65 0.735
C 0.23 -1.85 3.74 -0.623
C 3.54 3.67 -2.60 -0.638
C 2.17 3.19 -2.26 0.094
C 0.57 -2.04 2.34 0.075
C 1.78 1.98 -3.05 -0.622
C -0.14 -3.22 1.74 -0.636
H 3.82 3.92 -3.62 0.214
H -3.51 0.38 0.59 0.497
H 0.56 -2.72 4.31 0.195
H 2.99 -1.91 -1.71 0.462
H 0.75 1.80 -2.76 0.211
H 0.31 -1.11 1.85 0.170
H -1.99 0.36 2.31 0.488
H -0.10 -3.22 0.65 0.208
H 2.15 -2.34 1.20 0.485
H 0.59 -0.87 4.07 0.221
H 4.19 2.81 -2.51 0.204
H 1.97 2.12 -4.11 0.191
H -1.55 -2.87 -1.61 0.488
H -1.19 -3.37 1.96 0.203
H 3.80 4.40 -1.83 0.218
H 2.35 1.11 -2.74 0.213
H -4.37 0.37 -1.11 0.480
H 1.45 3.98 -2.46 0.140
H -3.49 -0.36 -2.11 0.479
H -4.52 -0.73 0.81 0.473
H 0.38 -4.13 2.07 0.207
H -2.70 -3.72 -1.15 0.462
H 1.93 -1.11 -0.97 0.496
H -0.85 -1.77 3.89 0.229
H 0.61 2.57 2.00 0.467
H -3.00 0.75 3.37 0.467
H 1.11 2.50 -0.82 0.485
H -0.47 2.20 1.00 0.489
```

The calculation returns the following gap between HOMO and LUMO values, one per record and in order: 3.719; 8.215; 10.347; 8.324; 9.844 eV.
The calculation returns the following HOMO energy values, one per record and in order: -8.08; -8.03; -9.75; -8.25; -7.02 eV.